(1)
Here is C11H19N3 in the gas phase in a non-equilibrium geometry from the Open Molecules 2025 dataset. Energies are from the ωB97M-V functional and the def2-TZVPD basis.

Last columns: bonded neighbours and bond lengths (Å).
Geometry (Å):
1 C 3.72 0.35 0.29  C2 1.501, C3 1.557, H15 1.055, H16 1.031
2 C 2.77 1.18 1.11  C1 1.501, C4 1.544, H17 1.159, H18 1.064
3 C 3.22 -0.07 -1.12  C1 1.557, C5 1.561, H19 1.161, H20 1.217
4 C 1.45 0.41 1.31  C2 1.544, C7 1.560, H21 1.058, H22 1.025
5 C 1.81 -0.74 -1.03  C3 1.561, C7 1.527, H23 1.134, H24 1.143
6 C -2.96 -0.53 -2.27  C8 1.511, N12 1.451, H25 1.106, H26 1.044
7 C 0.88 0.00 -0.08  C4 1.560, C5 1.527, N14 1.462, H27 1.129
8 C -2.22 0.57 -1.54  C6 1.511, C9 1.563, N12 1.375, H28 1.187
9 C -2.28 0.52 0.02  C8 1.563, C10 1.522, N13 1.420, H29 1.055
10 C -2.69 -0.72 0.79  C9 1.522, C11 1.524, N13 1.495, H30 1.087
11 C -3.38 -0.55 2.14  C10 1.524, H31 1.100, H32 1.097, H33 1.132
12 N -1.52 -0.48 -2.09  C6 1.451, C8 1.375
13 N -1.29 -0.21 0.72  C9 1.420, C10 1.495, N14 1.287
14 N -0.27 -0.84 0.25  C7 1.462, N13 1.287
15 H 4.71 0.66 0.10  C1 1.055
16 H 3.94 -0.40 0.97  C1 1.031
17 H 3.17 1.34 2.18  C2 1.159
18 H 2.63 2.13 0.63  C2 1.064
19 H 3.27 0.99 -1.59  C3 1.161
20 H 3.87 -0.87 -1.78  C3 1.217
21 H 1.55 -0.34 2.05  C4 1.058
22 H 0.73 0.99 1.74  C4 1.025
23 H 1.45 -0.67 -2.10  C5 1.134
24 H 1.92 -1.76 -0.52  C5 1.143
25 H -3.43 -1.42 -1.81  C6 1.106
26 H -3.27 -0.39 -3.26  C6 1.044
27 H 0.54 0.90 -0.66  C7 1.129
28 H -2.04 1.62 -2.06  C8 1.187
29 H -2.56 1.50 0.29  C9 1.055
30 H -2.95 -1.46 0.04  C10 1.087
31 H -4.31 -0.03 1.89  C11 1.100
32 H -2.63 -0.15 2.84  C11 1.097
33 H -3.83 -1.51 2.55  C11 1.132

Output
HOMO (spin up / spin down) = -0.327 / -0.260 Eh
multiplicity = 1
energy relative to the best compared isomer or geometry (same formula, charge and spin) = 7.028 eV
gap between HOMO and LUMO (spin up / spin down) = 9.7 / 6.7 eV
charge = 0

(2)
Here is a gas-phase ion, C5H15N2 (charge +1) in a non-equilibrium geometry from the Open Molecules 2025 dataset. Energies are from the ωB97M-V functional and the def2-TZVPD basis.

Last columns: bonded neighbours and bond lengths (Å).
Geometry (Å):
1 C -2.21 -0.24 -1.91  N2 1.470, H8 1.078, H9 1.090, H10 1.094
2 N -0.99 0.32 -1.32  C1 1.470, C3 1.455, H11 1.010
3 C -1.11 0.52 0.12  N2 1.455, C4 1.523, H12 1.099, H13 1.093
4 C 0.29 0.48 0.72  C3 1.523, C5 1.523, N6 1.497, H14 1.085
5 C 0.34 0.18 2.21  C4 1.523, H15 1.089, H16 1.075, H17 1.090
6 N 1.04 -0.53 -0.08  C4 1.497, C7 1.478, H18 1.024, H19 1.024
7 C 2.51 -0.46 -0.05  N6 1.478, H20 1.078, H21 1.065, H22 1.081
8 H -2.18 -0.11 -2.98  C1 1.078
9 H -3.10 0.24 -1.51  C1 1.090
10 H -2.24 -1.31 -1.69  C1 1.094
11 H -0.87 1.24 -1.72  N2 1.010
12 H -1.68 1.42 0.38  C3 1.099
13 H -1.69 -0.31 0.54  C3 1.093
14 H 0.81 1.42 0.54  C4 1.085
15 H 1.38 0.15 2.56  C5 1.089
16 H -0.18 -0.74 2.44  C5 1.075
17 H -0.23 0.94 2.74  C5 1.090
18 H 0.78 -1.49 0.16  N6 1.024
19 H 0.66 -0.40 -1.03  N6 1.024
20 H 2.87 -0.67 0.94  C7 1.078
21 H 2.84 0.52 -0.34  C7 1.065
22 H 2.96 -1.19 -0.70  C7 1.081

Output
HOMO = -0.510 Eh
multiplicity = 1
structure (SMILES) = CNC[C@@H](C)[NH2+]C
energy relative to the best compared isomer or geometry (same formula, charge and spin) = 0.483 eV
gap between HOMO and LUMO = 11.1 eV
charge = +1

(3)
Here is 2 unconnected molecules or ions with the total composition CH4O2S2 in a non-equilibrium geometry from the Open Molecules 2025 dataset. Energies are from the ωB97M-V functional and the def2-TZVPD basis.

Last columns: bonded neighbours and bond lengths (Å).
Geometry (Å):
1 C 0.66 -0.58 -0.07  O3 1.391, H6 1.070, H7 1.117, H8 1.017
2 O 0.57 2.28 0.58  S5 1.472
3 O 0.99 -0.11 1.20  C1 1.391, S5 1.616
4 S -2.81 0.54 1.63  H9 1.342
5 S 0.65 1.37 1.74  O2 1.472, O3 1.616
6 H 0.12 -1.50 -0.01  C1 1.070
7 H 1.58 -0.68 -0.69  C1 1.117
8 H -0.01 0.00 -0.58  C1 1.017
9 H -3.30 0.60 0.38  S4 1.342

Output
HOMO (spin up / spin down) = -0.371 / -0.312 Eh
multiplicity = 1
energy relative to the best compared isomer or geometry (same formula, charge and spin) = 2.998 eV
gap between HOMO and LUMO (spin up / spin down) = 9.3 / 6.0 eV
charge = 0

(4)
Here is 2 unconnected molecules or ions with the total composition C5H14NOPS2 in a non-equilibrium geometry from the Open Molecules 2025 dataset. Energies are from the ωB97M-V functional and the def2-TZVPD basis.

Last columns: bonded neighbours and bond lengths (Å).
Geometry (Å):
1 C 0.62 -1.91 1.62  C2 1.530, H6 1.013, H7 1.131, H8 1.145
2 C -0.64 -1.06 1.79  C1 1.530, N3 1.251, H9 1.095
3 N -1.19 -0.67 0.73  C2 1.251, C4 1.425
4 C -2.35 0.16 0.78  N3 1.425, C5 1.612, H10 1.093, H11 1.111
5 C -1.99 1.69 0.42  C4 1.612, H12 1.027, H13 1.082, H14 1.142
6 H 1.16 -2.29 2.38  C1 1.013
7 H 0.32 -2.75 0.93  C1 1.131
8 H 1.36 -1.18 1.14  C1 1.145
9 H -1.08 -0.89 2.78  C2 1.095
10 H -2.84 0.27 1.75  C4 1.093
11 H -2.99 -0.29 0.00  C4 1.111
12 H -1.47 2.04 1.23  C5 1.027
13 H -1.63 1.74 -0.60  C5 1.082
14 H -2.96 2.29 0.48  C5 1.142
15 C 3.46 0.45 -0.75  S16 1.818, H20 1.155, H21 1.152, H22 1.094
16 S 2.53 -0.37 -2.09  C15 1.818, P17 2.230
17 P 0.50 0.28 -1.45  S16 2.230, O18 1.662, S19 2.220
18 O 0.36 1.70 -2.31  P17 1.662, H23 1.006
19 S -0.91 -1.09 -2.48  P17 2.220, H24 1.338
20 H 2.64 1.11 -0.27  C15 1.155
21 H 4.23 1.19 -1.17  C15 1.152
22 H 3.90 -0.39 -0.22  C15 1.094
23 H 0.13 1.79 -3.28  O18 1.006
24 H -1.17 -1.82 -1.39  S19 1.338

Output
HOMO = -0.308 Eh
multiplicity = 1
structure (SMILES) = C/C=N/CC.CSP(O)S
energy relative to the best compared isomer or geometry (same formula, charge and spin) = 1.608 eV
gap between HOMO and LUMO = 9.1 eV
charge = 0

(5)
Here is 10 unconnected molecules or ions with the total composition C38H74BI2N15O4P in a non-equilibrium geometry from the Open Molecules 2025 dataset. Energies are from the ωB97M-V functional and the def2-TZVPD basis.

Last columns: bonded neighbours and bond lengths (Å).
Geometry (Å):
1 C 2.85 -1.08 1.49  C2 1.565, H35 1.107, H36 1.117, H37 1.125
2 C 1.90 -2.32 1.43  C1 1.565, N3 1.460, H38 1.122, H39 1.129
3 N 0.99 -2.40 0.29  C2 1.460, C4 1.427, H40 1.011
4 C -0.25 -1.71 0.40  N3 1.427, N5 1.539, C28 1.549, H41 1.135
5 N -1.22 -2.20 1.49  C4 1.539, C6 1.490, C11 1.526, H42 1.036
6 C -1.32 -3.67 1.73  N5 1.490, C7 1.535, H43 1.129, H44 1.124
7 C -1.98 -4.76 0.88  C6 1.535, N8 1.528, N9 1.462, N10 1.482
8 N -1.75 -5.99 1.76  C7 1.528, H45 1.017, H46 1.024
9 N -3.43 -4.83 0.68  C7 1.462, H47 1.023, H48 1.019
10 N -1.37 -5.20 -0.39  C7 1.482, H49 1.014, H50 1.020
11 C -2.44 -1.31 1.65  N5 1.526, C12 1.601, C16 1.561, C20 1.594
12 C -2.28 -0.46 3.00  C11 1.601, C13 1.540, H51 1.118, H52 1.130
13 C -1.25 0.68 3.07  C12 1.540, C14 1.582, H53 1.122, H54 1.124
14 C 0.26 0.29 3.31  C13 1.582, I15 2.190, H55 1.110, H56 1.107
15 I 1.03 1.41 5.03  C14 2.190
16 C -3.83 -1.99 1.87  C11 1.561, C17 1.570, H57 1.124, H58 1.115
17 C -4.16 -2.98 3.04  C16 1.570, C18 1.565, I19 2.233, H59 1.104
18 C -4.38 -2.37 4.47  C17 1.565, H60 1.118, H61 1.120, H62 1.111
19 I -6.22 -3.65 2.51  C17 2.233
20 C -2.56 -0.25 0.47  C11 1.594, B21 1.607, C25 1.579, H63 1.130
21 B -3.71 0.86 0.64  C20 1.607, O22 1.430, O23 1.418
22 O -3.43 2.24 0.90  B21 1.430, H64 0.970
23 O -5.10 0.61 0.56  B21 1.418, C24 1.442
24 C -5.75 1.18 1.72  O23 1.442, H65 1.118, H66 1.113, H67 1.123
25 C -2.37 -0.85 -0.98  C20 1.579, C26 1.547, C28 1.611, H68 1.127
26 C -3.36 -1.92 -1.50  C25 1.547, C27 1.571, H69 1.120, H70 1.117
27 C -4.89 -1.56 -1.53  C26 1.571, H71 1.119, H72 1.109, H73 1.120
28 C -0.84 -1.35 -0.99  C4 1.549, C25 1.611, C29 1.578, P32 1.944
29 C -0.51 -2.31 -2.21  C28 1.578, N30 1.482, H74 1.125, H75 1.107
30 N 0.89 -2.27 -2.67  C29 1.482, C31 1.484, H76 1.021
31 C 1.38 -3.61 -3.09  N30 1.484, H77 1.121, H78 1.117, H79 1.114
32 P 0.10 0.25 -1.56  C28 1.944, O33 1.679, O34 1.663
33 O -0.18 0.49 -3.20  P32 1.679, H80 0.981
34 O 1.72 0.18 -1.19  P32 1.663, H81 0.972
35 H 2.37 -0.11 1.27  C1 1.107
36 H 3.77 -1.26 0.88  C1 1.117
37 H 3.23 -1.02 2.55  C1 1.125
38 H 2.57 -3.22 1.37  C2 1.122
39 H 1.41 -2.41 2.45  C2 1.129
40 H 0.97 -3.29 -0.18  N3 1.011
41 H 0.07 -0.70 0.81  C4 1.135
42 H -0.68 -1.93 2.33  N5 1.036
43 H -0.26 -4.04 1.84  C6 1.129
44 H -1.62 -3.79 2.80  C6 1.124
45 H -2.21 -6.79 1.32  N8 1.017
46 H -0.74 -6.18 1.77  N8 1.024
47 H -3.86 -5.33 1.46  N9 1.023
48 H -3.69 -5.39 -0.14  N9 1.019
49 H -0.39 -4.95 -0.47  N10 1.014
50 H -1.93 -4.97 -1.21  N10 1.020
51 H -3.28 -0.07 3.33  C12 1.118
52 H -2.03 -1.23 3.79  C12 1.130
53 H -1.26 1.45 2.25  C13 1.122
54 H -1.52 1.30 3.97  C13 1.124
55 H 0.44 -0.77 3.57  C14 1.110
56 H 0.85 0.67 2.46  C14 1.107
57 H -4.60 -1.20 2.11  C16 1.124
58 H -4.26 -2.44 0.94  C16 1.115
59 H -3.65 -3.96 3.08  C17 1.104
60 H -3.43 -2.36 5.06  C18 1.118
61 H -4.79 -1.34 4.35  C18 1.120
62 H -5.13 -2.96 5.04  C18 1.111
63 H -1.67 0.44 0.53  C20 1.130
64 H -3.24 2.33 1.85  O22 0.970
65 H -6.65 0.59 2.02  C24 1.118
66 H -6.05 2.24 1.55  C24 1.113
67 H -5.06 1.17 2.61  C24 1.123
68 H -2.43 0.03 -1.68  C25 1.127
69 H -3.13 -2.20 -2.56  C26 1.120
70 H -3.24 -2.86 -0.91  C26 1.117
71 H -4.97 -0.46 -1.71  C27 1.119
72 H -5.47 -1.87 -0.63  C27 1.109
73 H -5.36 -2.05 -2.41  C27 1.120
74 H -1.12 -1.91 -3.07  C29 1.125
75 H -0.81 -3.37 -2.11  C29 1.107
76 H 0.99 -1.70 -3.52  N30 1.021
77 H 2.35 -3.44 -3.62  C31 1.121
78 H 0.69 -4.08 -3.83  C31 1.117
79 H 1.60 -4.24 -2.20  C31 1.114
80 H 0.62 0.83 -3.66  O33 0.981
81 H 1.92 1.01 -0.73  O34 0.972
82 C 1.41 5.17 2.40  C83 1.477, H85 1.090, H86 1.088, H87 1.089
83 C 1.53 3.94 1.58  C82 1.477, N84 1.153
84 N 1.62 2.99 0.95  C83 1.153
85 H 1.27 4.90 3.45  C82 1.090
86 H 2.31 5.76 2.31  C82 1.088
87 H 0.56 5.76 2.07  C82 1.089
88 C -1.19 -1.32 7.17  C89 1.477, H91 1.089, H92 1.090, H93 1.090
89 C -1.07 -2.53 6.33  C88 1.477, N90 1.152
90 N -0.97 -3.46 5.66  C89 1.152
91 H -1.34 -1.60 8.21  C88 1.089
92 H -0.28 -0.72 7.09  C88 1.090
93 H -2.04 -0.72 6.84  C88 1.090
94 C 5.46 0.56 -3.79  C95 1.478, H97 1.089, H98 1.090, H99 1.089
95 C 4.30 0.65 -2.88  C94 1.478, N96 1.156
96 N 3.39 0.71 -2.17  C95 1.156
97 H 5.90 -0.43 -3.75  C94 1.089
98 H 5.14 0.77 -4.81  C94 1.090
99 H 6.21 1.29 -3.50  C94 1.089
100 C 6.96 2.41 -7.27  C101 1.481, H103 1.089, H104 1.089, H105 1.089
101 C 8.03 1.39 -7.14  C100 1.481, N102 1.151
102 N 8.86 0.60 -7.04  C101 1.151
103 H 6.26 2.11 -8.05  C100 1.089
104 H 6.43 2.52 -6.33  C100 1.089
105 H 7.40 3.37 -7.55  C100 1.089
106 C 4.03 8.81 0.87  C107 1.478, H109 1.085, H110 1.090, H111 1.088
107 C 2.66 8.54 1.36  C106 1.478, N108 1.152
108 N 1.59 8.33 1.74  C107 1.152
109 H 4.52 7.88 0.63  C106 1.085
110 H 3.98 9.43 -0.03  C106 1.090
111 H 4.60 9.33 1.63  C106 1.088
112 C -0.33 -7.23 -4.19  C113 1.476, H115 1.089, H116 1.090, H117 1.089
113 C -1.21 -6.15 -3.71  C112 1.476, N114 1.151
114 N -1.90 -5.31 -3.32  C113 1.151
115 H -0.18 -7.12 -5.27  C112 1.089
116 H 0.64 -7.17 -3.69  C112 1.090
117 H -0.78 -8.20 -3.99  C112 1.089
118 C 6.45 5.25 1.91  C119 1.477, H121 1.089, H122 1.089, H123 1.090
119 C 6.61 6.71 1.73  C118 1.477, N120 1.151
120 N 6.73 7.84 1.58  C119 1.151
121 H 6.94 4.72 1.09  C118 1.089
122 H 6.90 4.95 2.85  C118 1.089
123 H 5.39 4.99 1.91  C118 1.090
124 C -0.68 10.79 0.28  C125 1.477, H127 1.089, H128 1.089, H129 1.089
125 C -0.89 12.13 -0.32  C124 1.477, N126 1.151
126 N -1.06 13.16 -0.78  C125 1.151
127 H -1.62 10.39 0.65  C124 1.089
128 H -0.27 10.11 -0.46  C124 1.089
129 H 0.03 10.87 1.11  C124 1.089
130 C 0.33 -1.32 -7.18  C131 1.477, H133 1.089, H134 1.089, H135 1.089
131 C 1.25 -0.64 -6.24  C130 1.477, N132 1.151
132 N 1.97 -0.11 -5.51  C131 1.151
133 H -0.69 -0.95 -7.03  C130 1.089
134 H 0.63 -1.12 -8.20  C130 1.089
135 H 0.35 -2.39 -7.00  C130 1.089

Output
HOMO = -0.341 Eh
multiplicity = 1
gap between HOMO and LUMO = 7.2 eV
charge = +1

(6)
Here is 6 unconnected molecules or ions with the total composition C13H39N3O6 in a non-equilibrium geometry from the Open Molecules 2025 dataset. Energies are from the ωB97M-V functional and the def2-TZVPD basis.

Last columns: bonded neighbours and bond lengths (Å).
Geometry (Å):
1 C 1.55 3.78 5.70  O2 1.439, H7 1.090, H8 1.090, H9 1.090
2 O 1.07 5.11 5.39  C1 1.439, C3 1.439
3 C 1.07 5.44 3.99  O2 1.439, C4 1.581, H10 1.090, H11 1.090
4 C 2.38 5.20 3.14  C3 1.581, C5 1.516, N6 1.435, H12 1.090
5 C 3.49 6.15 3.54  C4 1.516, H13 1.090, H14 1.090, H15 1.090
6 N 2.15 5.49 1.75  C4 1.435, H16 1.010, H17 1.010
7 H 1.33 3.48 6.72  C1 1.090
8 H 2.60 4.02 5.59  C1 1.090
9 H 1.25 2.92 5.10  C1 1.090
10 H 0.17 5.05 3.52  C3 1.090
11 H 0.90 6.52 3.98  C3 1.090
12 H 2.73 4.18 3.31  C4 1.090
13 H 3.73 5.95 4.59  C5 1.090
14 H 3.20 7.18 3.37  C5 1.090
15 H 4.41 6.00 2.96  C5 1.090
16 H 1.93 6.46 1.57  N6 1.010
17 H 2.99 5.24 1.27  N6 1.010
18 N -1.13 2.09 -1.25  C19 1.294, H22 1.010, H23 1.010
19 C -0.58 1.08 -1.84  N18 1.294, N20 1.308, O21 1.204
20 N 0.70 1.35 -1.81  C19 1.308, H24 1.010, H25 1.010
21 O -1.07 0.09 -2.32  C19 1.204
22 H -2.13 2.08 -1.14  N18 1.010
23 H -0.48 2.58 -0.64  N18 1.010
24 H 1.28 0.82 -2.45  N20 1.010
25 H 0.94 2.26 -1.45  N20 1.010
26 C -8.55 1.17 -2.38  C27 1.532, H29 1.090, H30 1.090, H31 1.090
27 C -7.82 2.51 -2.42  C26 1.532, O28 1.436, H32 1.090, H33 1.090
28 O -7.88 3.27 -1.21  C27 1.436, H34 0.960
29 H -9.62 1.35 -2.43  C26 1.090
30 H -8.26 0.50 -1.57  C26 1.090
31 H -8.31 0.64 -3.30  C26 1.090
32 H -8.00 3.14 -3.30  C27 1.090
33 H -6.75 2.42 -2.63  C27 1.090
34 H -7.34 4.06 -1.19  O28 0.960
35 C -6.58 -7.02 -1.91  C36 1.581, H38 1.090, H39 1.090, H40 1.090
36 C -5.89 -5.80 -2.65  C35 1.581, O37 1.413, H41 1.090, H42 1.090
37 O -5.63 -4.81 -1.68  C36 1.413, H43 0.960
38 H -7.25 -6.63 -1.14  C35 1.090
39 H -5.84 -7.67 -1.47  C35 1.090
40 H -7.14 -7.64 -2.62  C35 1.090
41 H -6.66 -5.48 -3.34  C36 1.090
42 H -5.01 -6.14 -3.20  C36 1.090
43 H -5.03 -4.22 -2.14  O37 0.960
44 C 5.62 -4.65 -3.98  C45 1.527, H47 1.090, H48 1.090, H49 1.090
45 C 4.41 -3.72 -4.08  C44 1.527, O46 1.368, H50 1.090, H51 1.090
46 O 4.52 -2.76 -5.04  C45 1.368, H52 0.960
47 H 5.65 -5.45 -4.71  C44 1.090
48 H 5.77 -5.20 -3.05  C44 1.090
49 H 6.59 -4.15 -4.08  C44 1.090
50 H 4.19 -3.25 -3.12  C45 1.090
51 H 3.57 -4.37 -4.31  C45 1.090
52 H 4.32 -3.12 -5.91  O46 0.960
53 C 4.55 -2.49 2.93  C54 1.529, H56 1.090, H57 1.090, H58 1.090
54 C 5.95 -3.11 2.84  C53 1.529, O55 1.426, H59 1.090, H60 1.090
55 O 6.04 -4.49 2.50  C54 1.426, H61 0.960
56 H 3.87 -3.09 3.53  C53 1.090
57 H 4.16 -2.29 1.93  C53 1.090
58 H 4.60 -1.49 3.36  C53 1.090
59 H 6.54 -3.02 3.75  C54 1.090
60 H 6.54 -2.53 2.13  C54 1.090
61 H 6.19 -4.96 3.32  O55 0.960

Output
HOMO = -0.346 Eh
multiplicity = 1
structure (SMILES) = COC[C@H](C)N.NC(N)=O.CCO.CCO.CCO.CCO
energy relative to the best compared isomer or geometry (same formula, charge and spin) = 0.484 eV
gap between HOMO and LUMO = 9.8 eV
charge = 0

> What is the charge in the sixth record?

0